Computed, not measured: C33H21Cl5F5N2O4PPt as an isolated structure at a distorted geometry, with ωB97M-V with the def2-TZVPD basis set.

Properties
Total energy in hartree: -4941.44908
Energy above the lowest of the compared OMol25 structures with the same formula, charge and spin in eV: 0.521
HOMO (alpha / beta) in eV: -8.16 / -8.16
Net charge: 0
Molar mass in g/mol: 1007.85
Gap between HOMO and LUMO (alpha / beta) in eV: 5.348 / 5.362

Positions of all 72 atoms, in Å:
Pt: -0.13 0.11 0.12
Cl: 5.80 3.46 2.99
C: 4.63 2.64 2.04
C: 3.49 2.11 2.62
Cl: 3.25 2.25 4.32
C: 2.55 1.45 1.84
Cl: 1.14 0.78 2.56
C: 2.70 1.30 0.45
O: 1.88 0.64 -0.33
C: 3.85 1.88 -0.12
Cl: 4.05 1.71 -1.82
C: 4.81 2.51 0.66
Cl: 6.22 3.16 -0.08
N: -1.10 -0.17 -2.02
C: -2.05 -1.26 -2.30
C: -3.11 -1.32 -1.21
C: -2.34 -1.49 0.07
O: -1.90 -2.62 0.31
O: -2.12 -0.41 0.74
H: -1.55 0.74 -2.07
H: -0.32 -0.18 -2.66
H: -1.51 -2.21 -2.33
H: -2.54 -1.11 -3.27
H: -3.79 -2.15 -1.38
H: -3.67 -0.38 -1.18
N: 0.51 -1.62 0.53
P: 0.30 -2.89 1.50
C: 0.06 -4.45 0.65
C: -0.39 -5.59 1.31
C: -0.56 -6.77 0.60
C: -0.29 -6.81 -0.76
C: 0.17 -5.68 -1.42
C: 0.35 -4.50 -0.72
C: 1.99 -3.08 2.17
C: 2.27 -4.07 3.10
C: 3.55 -4.19 3.62
C: 4.56 -3.31 3.21
C: 4.28 -2.32 2.28
C: 2.99 -2.20 1.76
C: -0.70 -2.78 3.01
C: -1.96 -3.36 3.13
C: -2.66 -3.26 4.33
C: -2.11 -2.56 5.40
C: -0.86 -1.98 5.28
C: -0.15 -2.09 4.09
H: -0.60 -5.56 2.37
H: -0.92 -7.66 1.11
H: -0.45 -7.73 -1.31
H: 0.39 -5.72 -2.48
H: 0.70 -3.60 -1.21
H: 1.50 -4.76 3.43
H: 3.77 -4.97 4.34
H: 5.55 -3.41 3.62
H: 5.05 -1.64 1.96
H: 2.77 -1.44 1.03
H: -2.40 -3.87 2.28
H: -3.63 -3.72 4.42
H: -2.67 -2.46 6.32
H: -0.42 -1.44 6.12
H: 0.83 -1.64 4.01
F: -3.20 6.25 1.80
C: -2.57 5.20 1.28
C: -2.07 5.25 -0.01
F: -2.22 6.36 -0.73
C: -1.43 4.15 -0.56
F: -0.97 4.23 -1.81
C: -1.25 2.96 0.15
O: -0.62 1.96 -0.46
C: -1.75 2.95 1.45
F: -1.60 1.86 2.21
C: -2.40 4.04 2.01
F: -2.87 3.98 3.25

Computed, not measured: C33H22ILaN9O6S as an isolated structure at a distorted geometry, with ωB97M-V with the def2-TZVPD basis set.

Properties
Total energy in hartree: -2942.45150
Energy above the lowest of the compared OMol25 structures with the same formula, charge and spin in eV: 0.490
HOMO in eV: -10.42
Net charge: +1
Molar mass in g/mol: 938.47
Gap between HOMO and LUMO in eV: 7.175

Positions of all 73 atoms, in Å:
La: -0.48 -0.18 0.39
O: 1.67 -5.00 -6.00
N: 1.47 -3.84 -5.72
O: 1.73 -2.90 -6.44
C: 1.01 -3.54 -4.35
C: 0.28 -4.50 -3.75
C: -0.30 -4.27 -2.46
C: -1.06 -5.24 -1.80
C: -1.60 -4.95 -0.58
C: -1.39 -3.68 -0.04
N: -0.67 -2.75 -0.64
C: -0.11 -3.03 -1.83
C: 0.73 -2.03 -2.46
N: 0.96 -0.88 -1.77
C: 1.79 0.01 -2.28
C: 2.43 -0.17 -3.51
C: 2.18 -1.30 -4.24
C: 1.30 -2.28 -3.72
H: 0.11 -5.43 -4.26
H: -1.21 -6.21 -2.27
H: -2.20 -5.67 -0.04
H: -1.84 -3.39 0.90
H: 1.98 0.90 -1.69
H: 3.13 0.58 -3.86
H: 2.66 -1.45 -5.19
O: 4.43 4.29 -0.67
C: 3.58 3.39 -0.13
O: 3.47 2.30 -0.63
C: 2.81 3.81 1.06
C: 2.96 4.87 1.92
N: 2.00 4.74 2.85
N: 1.23 3.66 2.67
C: 1.72 3.08 1.59
C: 1.15 1.82 1.04
O: 0.61 1.86 -0.10
O: 1.19 0.76 1.73
H: 4.39 5.14 -0.21
H: 3.67 5.68 1.96
H: 1.82 5.34 3.63
C: -2.41 2.78 -2.84
C: -2.95 3.81 -2.09
C: -3.04 3.66 -0.71
C: -2.58 2.49 -0.13
N: -2.05 1.50 -0.85
C: -1.98 1.65 -2.18
C: -2.60 2.34 1.35
C: -3.62 2.86 2.13
C: -3.57 2.69 3.50
C: -2.50 2.02 4.06
C: -1.51 1.54 3.22
N: -1.57 1.67 1.89
H: -2.32 2.85 -3.91
H: -3.30 4.72 -2.57
H: -3.44 4.46 -0.10
H: -1.55 0.82 -2.73
H: -4.46 3.36 1.66
H: -4.38 3.06 4.13
H: -2.42 1.87 5.13
H: -0.63 1.05 3.61
S: -5.16 -0.12 1.01
C: -3.64 -0.62 1.10
N: -2.51 -0.98 1.16
I: 4.55 -3.51 2.41
C: 2.60 -2.93 2.83
C: 2.06 -3.06 4.10
C: 0.75 -2.66 4.30
C: 0.04 -2.14 3.24
N: 0.56 -2.00 2.02
C: 1.82 -2.39 1.82
H: 2.65 -3.48 4.91
H: 0.29 -2.76 5.28
H: -0.99 -1.82 3.36
H: 2.22 -2.27 0.82